[1]
# C28H21CsF5N3OP2S2Te

A structure of composition C28H21CsF5N3OP2S2Te at a distorted geometry (the ωB97M-V functional and the def2-TZVPD basis, OMol25).

```
64
C28H21CsF5N3OP2S2Te, DFT the ωB97M-V functional and the def2-TZVPD basis
Cs 0.37110 -4.08047 3.15880
S 1.27483 -0.91589 7.06498
C 2.15797 -2.27752 7.15148
C 1.76196 -3.07104 8.28020
N 1.48371 -3.87698 9.06142
C 3.15246 -2.82166 6.30621
S 3.68263 -2.51924 4.72913
C 3.92968 -3.75552 6.98981
N 4.57025 -4.45634 7.68571
N -0.34332 0.01510 -0.63200
P 0.85711 0.64523 -1.68973
C -0.01907 1.94499 -2.65509
C 0.63158 3.17819 -2.89800
C -0.07240 4.17410 -3.54521
C -1.24812 3.86890 -4.24483
C -1.79734 2.62153 -4.08813
C -1.19824 1.61557 -3.34564
C 1.11354 -0.80656 -2.77762
C 1.16092 -2.10764 -2.31340
C 1.06746 -3.13688 -3.23205
C 0.86156 -2.90364 -4.58679
C 0.85621 -1.56837 -5.00277
C 1.11842 -0.54953 -4.15431
P -1.14454 0.55518 0.88605
C -2.21803 1.81814 0.15320
C -3.53702 1.53231 -0.14108
C -4.48661 2.51633 -0.59049
C -3.97634 3.78345 -0.87608
C -2.60789 4.12002 -0.54575
C -1.77134 3.13173 -0.08222
C -0.02999 1.57472 1.91774
C 1.34343 1.38964 1.80452
C 2.20384 2.19021 2.53913
C 1.70010 3.18485 3.38413
C 0.29740 3.33953 3.52817
C -0.59704 2.51070 2.76375
H -0.66911 -0.91353 -0.89642
H 1.62834 3.30988 -2.42189
H 0.25705 5.22075 -3.51013
H -1.66190 4.62893 -4.90406
H -2.71680 2.30644 -4.56502
H -1.65642 0.62236 -3.36355
H 1.20342 -2.34929 -1.21923
H 0.95589 -4.19557 -2.90235
H 0.75839 -3.73287 -5.29017
H 0.82700 -1.32036 -6.05554
H 1.41719 0.43571 -4.53743
H -3.81970 0.45414 -0.15938
H -5.46627 2.16366 -0.89658
H -4.55123 4.54578 -1.40326
H -2.26650 5.11727 -0.76683
H -0.73850 3.46907 0.15911
H 1.77953 0.65869 1.11339
H 3.25303 2.10067 2.47481
H 2.28273 3.83613 3.96182
H -0.10186 4.10743 4.20773
H -1.63850 2.72515 2.83856
F 1.64032 -6.39212 -1.42865
Te 0.19626 -6.27109 -0.24042
F 0.59832 -7.03899 1.50221
F -0.51347 -7.96540 -0.43571
F -1.57013 -5.99845 0.31285
F -0.75767 -5.79252 -1.88072
O 0.78171 -4.59500 0.30364
```

The energy above the lowest of the compared OMol25 structures with the same formula, charge and spin comes out at 10.2 kcal per mole. The net charge is -2. The calculation puts the HOMO-LUMO gap at 2.8586 eV. For the LUMO energy, the calculation gives 2.855 eV. As for the spin multiplicity: 1.

Atom charges from the natural (NBO) analysis, given in e for atoms 1 to 5: 0.952, -0.390, -0.353, 0.310, -0.452

---

[2]
# C2N3O3S

A cluster of 2 separate species, C2N3O3S in total at a distorted geometry (the ωB97M-V functional and the def2-TZVPD basis, OMol25).

```
9
C2N3O3S, DFT the ωB97M-V functional and the def2-TZVPD basis
C 0.27687 -1.06633 1.46460
C -1.41302 0.40150 -1.24013
N -0.44452 -1.51389 2.25706
N 1.36243 -0.62034 0.88604
N 1.29682 0.32778 0.03927
O 0.24925 0.97459 -0.11808
O -1.30918 -0.68239 -1.61629
O 2.31091 0.52348 -0.63777
S -2.32955 1.65560 -1.03471
```

The energy above the lowest of the compared OMol25 structures with the same formula, charge and spin comes out at 57.6 kcal per mole. The net charge is -1. The calculation puts the HOMO-LUMO gap (spin up / spin down) at 5.1284 / 4.8760 eV. As for the expectation value of S²: 2.0094. For the LUMO energy (spin up / spin down), the calculation gives 2.950 / -0.158 eV. As for the spin multiplicity: 3.

Atom charges from the natural (NBO) analysis, given in e for atoms 1 to 5: 0.411, 0.195, -0.501, -0.482, 0.604

---

[3]
# C16H16N2O4S4

An isolated molecule of C16H16N2O4S4 at a distorted geometry (the ωB97M-V functional and the def2-TZVPD basis, OMol25).

```
42
C16H16N2O4S4, DFT the ωB97M-V functional and the def2-TZVPD basis
C 5.85169 0.86093 0.47492
C 4.58546 0.64524 0.17814
C 4.12925 -0.21342 -0.96468
N 2.98379 -1.01034 -0.57772
C 1.70909 -0.61660 -0.93048
O 1.53287 0.32811 -1.69766
C 0.72493 -1.46605 -0.32037
C -0.64538 -1.40195 -0.19124
S -1.38926 -2.60672 0.83887
C -2.96955 -1.93064 0.55349
C -4.18077 -2.35254 1.06885
C -5.32362 -1.66196 0.70661
C -5.24321 -0.57630 -0.15460
C -4.03011 -0.15418 -0.66964
C -2.87338 -0.83830 -0.31264
N -1.58189 -0.58058 -0.73690
C -1.32880 0.57023 -1.57140
C -1.40626 1.89866 -0.79816
C -0.09721 2.27361 -0.13733
S 0.15615 1.32739 1.36990
O 1.43519 0.68817 1.41358
O -0.98289 0.53352 1.71943
O 0.21595 2.57825 2.39715
S 1.53889 -2.72271 0.62178
C 3.11625 -2.07979 0.24332
S 4.53300 -2.70317 0.76049
H 6.14229 1.49030 1.29787
H 6.65095 0.41486 -0.09361
H 3.78016 1.07316 0.76072
H 4.92941 -0.87937 -1.29758
H 3.79125 0.41294 -1.79793
H -4.22103 -3.19773 1.73623
H -6.28103 -1.96903 1.09697
H -6.14218 -0.04604 -0.42916
H -3.99891 0.69348 -1.33454
H -0.34120 0.47186 -2.02415
H -2.07923 0.56211 -2.36702
H -1.68112 2.68734 -1.50181
H -2.17861 1.83182 -0.02929
H 0.75947 2.06677 -0.77348
H -0.08528 3.30272 0.20299
H 0.49486 2.29597 3.27011
```

The energy above the lowest of the compared OMol25 structures with the same formula, charge and spin comes out at 0.2 kcal per mole. The net charge is 0. The calculation puts the HOMO-LUMO gap at 7.3940 eV. Its structure (SMILES) is C=CCN1C(=O)/C(=C2/Sc3ccccc3N2CCCS(=O)(=O)O)SC1=S. For the LUMO energy, the calculation gives 0.002 eV. As for the spin multiplicity: 1.

Atom charges from the natural (NBO) analysis, given in e for atoms 1 to 5: -0.376, -0.186, -0.273, -0.451, 0.686

---

[4]
# C28H27BrClN3O4W

A structure of composition C28H27BrClN3O4W (the ωB97M-V functional and the def2-TZVPD basis, OMol25).

```
65
C28H27BrClN3O4W, DFT the ωB97M-V functional and the def2-TZVPD basis
W -0.22221 -0.27869 -0.18867
C 1.70375 -1.54787 -4.37252
C 0.47500 -0.89456 -3.70781
C 0.29178 0.53019 -4.21261
C 0.65918 -1.09688 -2.20619
C 1.84250 -0.58752 -1.55378
C 2.18784 -0.99732 -0.29090
C 1.29412 -1.79942 0.48885
C 1.77353 -2.34872 1.80804
C 0.31749 -2.53861 -0.28021
C 0.06117 -2.22602 -1.59964
H 1.45837 -1.76678 -5.41076
H 1.99738 -2.48903 -3.90240
H 2.56121 -0.87111 -4.37793
H -0.40917 -1.46963 -3.98940
H 1.12178 1.17840 -3.91738
H -0.65093 0.96060 -3.89219
H 0.27720 0.50975 -5.30208
H 2.51714 0.02083 -2.14419
H 3.16004 -0.75927 0.12219
H 2.67856 -2.93107 1.62514
H 1.04682 -3.02216 2.25692
H 2.02569 -1.56190 2.52140
H -0.13624 -3.41470 0.16375
H -0.63890 -2.81743 -2.17767
C 3.72187 2.37780 3.06709
C 2.26232 2.22239 2.72816
C 1.27044 3.01026 3.30781
C -0.05459 2.83835 2.93825
C -0.33558 1.87471 2.00461
Br -2.10463 1.65424 1.39811
N 0.56832 1.07475 1.43116
C 1.85489 1.27641 1.80415
H 3.86851 3.14148 3.82739
H 4.29757 2.66916 2.18673
H 4.14362 1.44459 3.44462
H 1.52976 3.76396 4.04293
H -0.84766 3.44410 3.35723
H 2.59934 0.64742 1.35013
O -6.47455 -4.37306 3.52518
C -5.47778 -3.86637 3.56930
O -4.38740 -3.33746 3.71714
C -3.44821 -2.66385 2.84143
C -2.23318 -2.41073 3.41619
C -1.30629 -1.75070 2.61972
N -1.57873 -1.38339 1.36399
C -2.79447 -1.63035 0.86968
C -3.78815 -2.28835 1.56649
C -3.04367 -1.12134 -0.52264
O -4.04551 -1.29088 -1.12256
O -1.97075 -0.43256 -0.97817
H -1.99465 -2.69482 4.43447
H -0.33577 -1.49702 3.01959
H -4.75109 -2.44839 1.08948
Cl -2.77270 3.90543 -3.15742
C -1.32567 3.36597 -2.44598
C -0.16850 4.12869 -2.48137
C 0.97403 3.61608 -1.87931
C 0.92589 2.39026 -1.26536
N -0.20028 1.63429 -1.23784
C -1.30672 2.13036 -1.83412
H -0.16393 5.09785 -2.96668
H 1.90080 4.17410 -1.88328
H 1.79994 1.99526 -0.77382
H -2.19992 1.53025 -1.83245
```

The energy above the lowest of the compared OMol25 structures with the same formula, charge and spin comes out at 25.9 kcal per mole. The net charge is +4. The calculation puts the HOMO-LUMO gap at 6.0165 eV. For the LUMO energy, the calculation gives -13.784 eV. As for the spin multiplicity: 1.

Atom charges from the Löwdin analysis, given in e for atoms 1 to 5: 1.744, -0.013, -0.340, -0.025, -0.262

---

Which value of spin multiplicity does entry 3 give?
1